Entry 1:
Computed, not measured: a molecular structure, C22H37O3SiTi, with ωB97M-V/def2-TZVPD.

Positions of all 64 atoms, in Å:
O  -0.3904  -1.3203  -2.9285
C  1.0195  -1.0613  -2.7962
C  1.0090  0.1989  -3.6147
H  1.6778  -1.8077  -3.2652
H  1.2423  -0.9148  -1.7026
C  -0.5711  0.0742  -3.6333
H  1.6485  0.1885  -4.4881
H  1.3874  1.0660  -3.0686
C  -1.8794  -0.4318  -4.3221
H  -1.8424  -1.4767  -4.6622
H  -2.3041  0.2368  -5.0785
H  -2.6043  -0.4321  -3.4914
C  -1.0109  1.4550  -3.2102
H  -0.1858  2.1752  -3.2546
H  -1.4835  1.4713  -2.2236
H  -1.7460  1.8433  -3.9370
Ti  0.4722  0.9607  -0.2816
C  1.0927  2.4721  0.9830
C  2.2343  1.6124  0.6690
C  2.5160  1.7529  -0.7311
H  2.8368  1.0508  1.3713
C  1.5778  2.6884  -1.2877
C  0.6825  3.1086  -0.2472
H  -0.1432  3.8011  -0.3661
H  0.6964  2.6742  1.9700
H  3.3303  1.2635  -1.2624
H  1.5846  3.0599  -2.3102
C  -1.5332  -0.0433  1.0567
C  -1.8433  1.2083  0.2213
C  -2.8394  0.7774  -0.6957
H  -1.8595  2.1663  0.7487
C  -2.8974  -0.6394  -0.7410
C  -2.0639  -1.1741  0.2198
H  -1.8927  -2.2107  0.4877
H  -2.0617  0.0113  2.0258
H  -3.4444  1.4386  -1.3148
H  -3.5272  -1.2076  -1.4272
O  0.3723  -1.0868  -5.2482
C  0.1987  -0.0782  -6.2785
C  0.5158  -0.7530  -7.5937
H  0.8755  0.7609  -6.0857
H  -0.8205  0.3226  -6.2258
C  1.2425  -2.0433  -7.2227
H  1.1122  -0.0784  -8.2131
H  -0.4130  -0.9547  -8.1347
C  0.9909  -2.2848  -5.7519
H  2.3099  -1.9105  -7.3930
H  0.9227  -2.8842  -7.8272
H  1.9191  -2.4335  -5.1965
H  0.3190  -3.1252  -5.5459
C  2.0662  -0.2357  3.3843
Si  0.2919  -0.5928  2.9923
C  -0.1602  -2.3827  3.1201
C  -0.8458  0.5537  3.9447
O  -0.0743  -0.1280  1.3487
H  2.2904  -0.6528  4.3771
H  2.2590  0.8419  3.4146
H  2.7404  -0.7009  2.6577
H  -0.1178  -2.7060  4.1743
H  -1.1694  -2.5951  2.7367
H  0.5490  -2.9996  2.5478
H  -0.8597  1.5668  3.5207
H  -1.8799  0.1870  3.9839
H  -0.4835  0.6263  4.9807

The LUMO energy (spin up / spin down) is 2.62 / 2.61 eV. Its multiplicity is 3. The expectation value of S² is 2.0191. As for the gap between HOMO and LUMO (spin up / spin down): 2.9 / 2.9 eV. As for the net charge: -1.

***

Entry 2:
Computed, not measured: 3 unconnected molecules or ions with the total composition C22H38BN3O12P4, with ωB97M-V/def2-TZVPD.

Positions of all 80 atoms, in Å:
H  3.8407  5.5281  1.4175
N  4.2902  4.7399  1.9126
C  3.3991  3.7879  2.1650
C  3.9432  2.5073  2.9457
C  1.8883  4.0280  1.6875
C  1.0123  2.6660  1.6188
C  -0.1100  2.4629  2.6539
P  -0.4854  3.7120  4.0489
O  -1.8918  4.3319  3.9442
C  -0.9793  1.1497  2.5393
B  -2.1585  0.9486  3.6487
O  -3.4098  1.6465  3.6360
O  -1.8555  0.0119  4.7258
C  -0.6790  0.0892  1.4301
P  -1.6680  -1.5040  1.2350
C  -3.3283  -1.2372  0.3743
C  -1.8253  -2.4777  2.8469
C  0.5025  0.3519  0.4042
N  0.7485  -0.6747  -0.5691
C  1.8488  -0.3856  -1.4270
P  2.3008  -1.7089  -2.7262
P  3.6362  -3.0602  -1.5890
O  4.7917  -3.5973  -2.4322
O  4.3517  -2.0436  -0.3922
O  2.7644  -4.2422  -0.7282
C  2.6485  0.9426  -1.3229
C  3.8698  1.1353  -2.3718
N  2.4548  1.9993  -0.3920
C  1.3659  1.6297  0.4708
H  3.1503  1.6865  2.9849
H  4.8463  2.0756  2.3675
H  4.2809  2.7434  4.0206
H  1.3628  4.8622  2.2629
H  1.9554  4.4006  0.5938
H  0.5605  4.7043  4.1763
H  -0.4143  2.9464  5.2825
H  -3.5611  1.8979  4.5836
H  -0.9857  -0.3960  4.4943
H  -4.1965  -0.9537  1.0601
H  -3.2403  -0.4962  -0.4922
H  -3.6076  -2.2527  -0.1061
H  -2.6222  -2.1043  3.5726
H  -2.0573  -3.5783  2.5766
H  -0.8019  -2.5080  3.3725
H  1.1123  -2.4338  -3.1002
H  3.7789  -2.0283  0.4134
H  1.9666  -4.5454  -1.2158
H  4.5008  2.0168  -2.0215
H  3.4902  1.2574  -3.4465
H  4.5340  0.1952  -2.2618
C  0.4627  -8.9481  -6.0111
C  0.0789  -9.0362  -4.5455
O  1.2335  -9.1926  -3.7110
C  1.9823  -8.0910  -3.5428
O  1.7643  -6.9994  -4.0152
O  3.0311  -8.4150  -2.7690
C  3.9712  -7.3536  -2.5990
H  1.0619  -9.8146  -6.3027
H  -0.4287  -8.9049  -6.6404
H  1.0669  -8.0612  -6.2144
H  -0.5419  -9.9214  -4.3885
H  -0.5077  -8.1698  -4.2278
H  3.4873  -6.4530  -2.2174
H  4.4741  -7.1483  -3.5463
H  4.7184  -7.6771  -1.8738
C  -3.7887  6.9583  2.2546
C  -4.8037  5.8498  2.0498
O  -5.6466  6.1135  0.9185
C  -5.0777  5.9383  -0.2835
O  -3.9448  5.5749  -0.4929
O  -5.9858  6.2564  -1.2242
C  -5.4741  6.2164  -2.5545
H  -4.2893  7.9271  2.3368
H  -3.2049  6.7822  3.1602
H  -3.0973  7.0293  1.4118
H  -5.4595  5.7966  2.9220
H  -4.3217  4.8738  1.9483
H  -5.0270  5.2455  -2.7780
H  -4.7454  7.0178  -2.6961
H  -6.3067  6.3794  -3.2397

The LUMO energy is -1.76 eV. As for the gap between HOMO and LUMO: 6.2 eV. Its SMILES is [H]/N=C(/C)Cc1c([PH2]=O)c(B(O)O)c(P(C)C)c2nc(PP(=O)(O)O)c(C)nc12.CCOC(=O)OC.CCOC(=O)OC.

***

Entry 3:
Computed, not measured: 7 unconnected molecules or ions with the total composition C22H38BO25S6, with ωB97M-V/def2-TZVPD.

Positions of all 92 atoms, in Å:
C  3.6507  -0.4774  -2.8928
C  2.1851  0.2295  -3.0686
C  1.5225  0.2232  -4.5267
C  0.0686  0.9012  -4.7853
C  -0.7446  1.5986  -3.5675
C  -2.2160  2.2025  -3.9304
B  -3.3810  1.0128  -3.8664
C  -3.0277  -0.1587  -2.7221
C  -4.2359  -1.2741  -2.6072
O  -4.5036  -1.9622  -3.6758
C  -0.0641  1.6041  -2.1213
C  1.3991  0.9499  -1.8381
H  3.9623  -0.9337  -3.9212
H  4.3924  0.3650  -2.5393
H  3.6713  -1.3239  -2.1040
H  2.0338  -0.2739  -5.4562
H  -0.4071  0.8889  -5.8378
H  -2.1463  2.6130  -5.0304
H  -2.4645  3.1243  -3.2680
H  -3.6312  0.5367  -4.9181
H  -4.3705  1.5468  -3.4575
H  -2.0806  -0.7902  -3.0258
H  -2.8739  0.4273  -1.7267
H  -4.8138  -1.5016  -1.6275
H  -0.6801  2.1027  -1.2585
H  1.9250  0.9633  -0.8095
C  3.6964  -5.5112  0.0817
C  3.7318  -4.8300  1.4378
O  4.7773  -3.8695  1.3414
S  4.8620  -3.3207  -0.1945
O  4.1375  -2.0787  -0.2690
O  6.2336  -3.4576  -0.6501
O  3.9504  -4.4782  -0.8693
H  4.4922  -6.2575  -0.0067
H  2.7322  -5.9839  -0.1166
H  3.9247  -5.5309  2.2519
H  2.7979  -4.2936  1.6336
C  -3.1218  2.6905  2.4164
C  -3.6317  1.7306  1.3491
O  -2.4606  1.2446  0.6963
S  -1.2431  1.1774  1.7717
O  -1.1501  -0.1712  2.2619
O  -0.1197  1.8930  1.2323
O  -1.9319  2.0911  2.9285
H  -2.8555  3.6586  1.9814
H  -3.8484  2.8406  3.2176
H  -4.2971  2.2180  0.6343
H  -4.1461  0.8761  1.8002
C  2.1678  1.8833  4.3345
C  2.1329  3.2390  3.6426
O  1.7286  4.1626  4.6527
S  2.2929  3.6530  6.0912
O  3.5122  4.3614  6.3724
O  1.1914  3.5922  7.0156
O  2.6781  2.1375  5.6434
H  1.1613  1.4663  4.4365
H  2.8047  1.1687  3.8092
H  1.4377  3.2589  2.8015
H  3.1296  3.5311  3.2974
C  6.9380  -4.6039  -5.7544
C  6.9950  -3.1052  -5.4801
O  6.0835  -2.8885  -4.4046
S  6.0740  -4.2028  -3.4456
O  6.9711  -3.9515  -2.3364
O  4.7249  -4.6347  -3.2991
O  6.8239  -5.2205  -4.4728
H  6.0498  -4.8642  -6.3382
H  7.8302  -4.9629  -6.2719
H  6.7112  -2.5117  -6.3509
H  7.9921  -2.8035  -5.1438
C  -7.4110  -3.8541  -3.4954
C  -8.0430  -3.7260  -2.1158
O  -9.0944  -4.6912  -2.0971
S  -8.6631  -5.9610  -3.0185
O  -8.1333  -6.9832  -2.1562
O  -9.7112  -6.2080  -3.9702
O  -7.4194  -5.2523  -3.7885
H  -8.0124  -3.3436  -4.2537
H  -6.3900  -3.4649  -3.5197
H  -8.4354  -2.7249  -1.9292
H  -7.3290  -3.9890  -1.3289
C  -1.1117  6.0497  8.1851
C  -0.1186  6.6154  9.1918
O  0.2302  7.9031  8.6864
S  -1.0514  8.5294  7.9033
O  -1.7401  9.4147  8.8035
O  -0.6308  8.9251  6.5882
O  -1.9162  7.1575  7.7805
H  -0.5985  5.6606  7.3007
H  -1.7350  5.2642  8.6173
H  0.7689  5.9892  9.2977
H  -0.5857  6.7526  10.1723

The LUMO energy is 1.66 eV. As for the gap between HOMO and LUMO: 6.4 eV. As for the net charge: -1.